Entry 1:
C21H88NO32PS | ωB97M-V/def2-TZVPD

Last column: Löwdin charge in e.
Geometry (Å):
C: -1.134691 3.832060 -3.268203  -0.1177
O: -1.565234 3.224075 -4.525269  -0.2984
C: -1.470001 1.753561 -4.421349  -0.1631
C: -2.962623 1.227147 -4.181114  -0.1532
C: -3.066373 -0.272084 -3.622255  -0.1838
C: -2.352058 -0.426329 -2.187993  -0.2328
C: -3.357161 -0.611595 -0.946170  -0.1806
C: -3.722740 0.779406 -0.231574  -0.1886
C: -3.109692 0.988827 1.237880  -0.2001
C: -3.203542 -0.289141 2.211289  -0.1897
C: -1.687683 -0.770407 2.517993  -0.1755
C: -1.423219 -2.324820 2.176559  -0.1933
C: 0.081809 -2.798885 2.583703  -0.2012
C: 1.169131 -2.491553 1.415533  -0.1617
C: 1.879725 -1.066890 1.703270  -0.1116
C: 1.797626 0.143070 0.699153  -0.2238
P: 0.896690 0.026727 -0.975424  0.8150
O: 1.927746 -0.083947 -2.161526  -0.5000
C: 2.447039 1.548694 0.983766  0.0273
C: 3.212032 1.800995 2.296636  -0.0172
C: 3.327373 0.570568 3.274006  -0.0263
C: 2.704653 -0.817481 3.023767  -0.3888
S: 2.982983 -2.112252 4.323043  0.7545
C: 4.178611 1.160486 4.486976  -0.3130
O: 4.487944 0.701039 5.609057  0.0481
N: 4.661981 2.510199 4.041676  0.1244
C: 3.939933 3.096649 2.885864  -0.3312
O: 3.860964 4.271241 2.472220  0.0671
H: -1.145855 4.974729 -3.301887  0.0868
H: -1.793823 3.528546 -2.374646  0.0854
H: -0.061213 3.530130 -2.989557  0.1010
H: -0.748131 1.559307 -3.554934  0.0990
H: -0.975916 1.297128 -5.355394  0.1420
H: -3.499789 1.910166 -3.438774  0.1116
H: -3.555268 1.265961 -5.164759  0.1224
H: -4.173110 -0.559252 -3.508439  0.1101
H: -2.601302 -1.063266 -4.325369  0.0948
H: -1.704999 -1.390059 -2.236776  0.0669
H: -1.747082 0.523238 -1.996638  0.0527
H: -4.351640 -1.030728 -1.367959  0.1118
H: -2.919478 -1.412453 -0.264026  0.0816
H: -3.261858 1.612592 -0.894239  0.0920
H: -4.860701 0.988840 -0.260165  0.1147
H: -2.052904 1.442776 1.153314  0.0940
H: -3.745143 1.819951 1.734946  0.0916
H: -3.828213 -1.107432 1.712837  0.0811
H: -3.760467 0.013764 3.169042  0.0908
H: -0.892418 -0.174781 1.954439  0.0855
H: -1.514286 -0.558912 3.639759  0.1165
H: -2.120435 -2.919466 2.883931  0.1028
H: -1.712337 -2.619744 1.112070  0.0978
H: 0.093241 -3.947636 2.713279  0.1163
H: 0.315218 -2.258617 3.562528  0.0606
H: 0.590720 -2.504154 0.429710  0.0785
H: 1.935805 -3.350290 1.389363  0.1215
H: 0.176306 1.264644 -1.145614  0.0244
H: 0.073896 -1.138493 -1.045369  0.0162
H: 2.351342 2.393191 0.212089  0.1150
H: 2.087886 -1.925126 5.375910  -0.1138
H: 4.898224 3.145003 4.816240  0.1485
O: -3.890996 2.130048 4.147856  -0.0566
H: -4.221849 2.416001 5.009305  0.0118
H: -3.718946 2.954728 3.677260  0.0426
O: -0.974465 3.845280 0.194696  -0.0653
H: -0.086895 4.218683 0.125835  0.0362
H: -1.553219 4.617828 0.194209  0.0460
O: -1.832989 -3.133497 -3.341549  -0.0722
H: -2.454863 -3.681271 -3.835119  0.0576
H: -1.056150 -3.094217 -3.910370  -0.0033
O: 7.310300 0.479745 7.226412  -0.0644
H: 6.475264 0.711293 6.796167  -0.0041
H: 7.964981 1.025732 6.775017  0.0316
O: 0.728260 6.141415 -4.153483  -0.0708
H: 1.636664 6.417919 -3.968872  0.0047
H: 0.597108 6.371700 -5.086704  0.0007
O: -0.276449 3.062184 -7.021991  -0.0607
H: -0.604058 3.350238 -6.153511  -0.0013
H: -0.095084 3.886341 -7.490564  0.0238
O: 1.153331 3.051562 5.114328  -0.0459
H: 1.123689 3.104955 6.077734  0.0415
H: 2.085967 2.893383 4.911450  0.0003
O: -4.205582 2.455114 7.268060  -0.0595
H: -4.232644 2.496295 8.231104  0.0391
H: -3.272557 2.303172 7.065479  0.0271
O: -0.197897 -2.402017 6.156546  -0.0553
H: -0.566090 -3.091189 6.722844  0.0225
H: -0.765673 -1.637546 6.318716  0.0422
O: -1.295874 -2.837262 9.109048  -0.0448
H: -1.334656 -2.786733 10.073010  0.0629
H: -0.362880 -3.005284 8.921129  0.0500
O: 0.311811 -4.787410 -4.328926  -0.0576
H: 0.611864 -5.457164 -3.697982  0.0163
H: 0.627403 -5.112307 -5.181181  0.0503
O: 4.245583 -1.754574 -4.032571  -0.0624
H: 3.911978 -1.461931 -3.174734  0.0020
H: 4.423146 -0.932526 -4.508403  0.0651
O: 3.558869 -5.005682 -4.274360  -0.0594
H: 3.918864 -4.132474 -4.068152  -0.0166
H: 3.855399 -5.172245 -5.176484  0.0479
O: -0.933700 -2.429755 -6.236238  -0.0448
H: -1.546711 -2.993494 -6.724350  0.0476
H: -0.468036 -3.041863 -5.652168  -0.0079
O: -0.334999 7.489842 -6.381557  -0.0500
H: -1.168387 7.730140 -6.807627  0.0528
H: 0.323974 8.029093 -6.835824  0.0590
O: 6.239462 -3.974319 -3.504067  -0.0648
H: 7.124000 -3.595058 -3.567652  0.0417
H: 5.651944 -3.203486 -3.515189  -0.0155
O: 0.106399 -7.039926 -2.223572  -0.0469
H: -0.387408 -7.866877 -2.281597  0.0481
H: -0.268619 -6.597387 -1.451957  0.0472
O: 2.239435 -1.113186 -6.100922  -0.0603
H: 2.495123 -2.043010 -6.074258  0.0258
H: 2.046458 -0.898517 -5.179095  0.0196
O: -4.218627 -4.182775 8.439643  -0.0620
H: -3.313878 -3.912673 8.640699  -0.0027
H: -4.327683 -3.956243 7.505956  0.0077
O: -1.685939 0.507937 8.317434  -0.0518
H: -1.445192 -0.428221 8.346297  0.0037
H: -1.885628 0.725365 9.235918  0.0409
O: -3.387914 -4.426925 5.667250  -0.0614
H: -3.115411 -5.103649 6.301367  0.0390
H: -3.064584 -4.756403 4.819546  0.0432
O: -2.007599 5.681988 -7.887204  -0.0643
H: -1.592447 5.505364 -7.033824  -0.0033
H: -2.115393 4.807035 -8.280692  0.0416
O: -5.250008 -2.603131 2.795118  -0.0593
H: -5.747022 -3.428279 2.732065  0.0399
H: -5.625672 -2.162278 3.567538  0.0464
O: 3.108949 7.300008 -2.578647  -0.0474
H: 3.089927 7.343538 -1.614776  0.0463
H: 4.037795 7.140082 -2.787091  0.0462
O: 4.647363 -0.851530 -0.860508  -0.0482
H: 3.810334 -0.616762 -1.293488  -0.0170
H: 5.304646 -0.307692 -1.311677  0.0620
O: 5.522350 -3.802225 -0.107997  -0.0738
H: 5.166544 -4.525982 -0.635233  0.0225
H: 5.122247 -3.013834 -0.494150  -0.0263
O: 3.663389 -3.353085 -2.065666  -0.0645
H: 3.161834 -4.178053 -2.127008  0.0655
H: 3.285770 -2.906376 -1.296852  0.0421
O: -3.190757 5.568311 -4.954735  -0.0567
H: -2.659462 4.759821 -4.892060  -0.0072
H: -3.945032 5.397265 -4.378829  0.0411

Atoms 1-6, force components in eV/Å:
0.380 0.470 1.344
1.025 -0.312 1.172
-0.497 -0.294 0.278
-0.092 -0.799 -0.147
0.273 -0.196 0.281
-0.294 -0.607 0.056

Its molecular weight is 930.0 g/mol. The highest occupied orbital energy comes out at -0.3483 Ha. The calculation puts the largest force on an atom at 4.64 eV/A. The multiplicity is 1. For the HOMO-LUMO gap, the calculation gives 7.8 eV.

---

Entry 2:
C21H9Cl4N3O4S | ωB97M-V/def2-TZVPD

Last column: Löwdin charge in e.
Geometry (Å):
O: -1.090369 -3.944000 -1.688426  0.1253
O: -3.215680 0.464694 1.604601  0.1037
O: 2.020486 3.402686 -4.237155  0.0706
O: 2.682782 1.230773 -4.173036  0.0371
Cl: 4.183146 -6.009257 2.018305  0.6369
Cl: -1.152637 5.997435 4.086538  0.7395
Cl: 2.292094 -7.874222 0.296059  0.6489
Cl: -4.125367 5.338469 3.257178  0.6313
N: 0.109292 -2.135370 -1.783648  0.1881
S: -2.002703 -1.245602 -0.264622  1.2142
C: -0.157751 -3.312261 -1.282476  -0.5440
C: -2.445114 1.121911 0.965376  -0.4593
C: -0.624200 -1.217178 -1.304255  -0.4901
C: 2.593619 -4.107741 1.113841  -0.1635
C: -0.408366 3.916273 2.727447  -0.0466
C: 1.583477 -3.450662 0.451513  -0.0394
C: -0.663305 2.618042 2.083638  0.0259
C: 1.168350 -5.415842 -0.768752  0.0046
C: -3.021745 3.169806 2.021321  -0.0468
C: -0.553701 2.461416 -1.049248  0.0317
C: 0.289525 2.882641 -2.088554  0.0430
C: 0.657349 0.573587 -2.568175  0.0697
C: 2.853896 -5.390212 1.007016  -0.6517
C: -1.531996 4.598348 3.231436  -0.7356
C: 2.004267 -6.157920 0.104021  -0.5852
C: -2.798836 4.189814 2.878077  -0.6108
C: 0.872119 -4.073722 -0.503335  -0.1587
C: -1.964905 2.320949 1.609500  -0.1689
C: -0.221508 0.102398 -1.715860  -0.1755
C: -0.836267 1.085711 -0.937451  -0.1727
C: 0.981277 1.935479 -2.832853  -0.1483
N: -1.717006 0.466403 -0.040299  -0.2125
N: 1.979637 2.236511 -3.762353  -0.2899
H: 3.198111 -3.509602 1.804203  0.1163
H: 0.606102 4.180857 2.927507  0.0957
H: 1.312716 -2.391398 0.789665  0.1492
H: 0.034844 1.879722 1.909053  0.0921
H: 0.549730 -5.825506 -1.611443  0.1433
H: -4.056469 2.989424 1.635068  0.1464
H: -1.087971 3.256986 -0.482722  0.1285
H: 0.444744 3.868453 -2.338063  0.0993
H: 1.258334 -0.228294 -3.088634  0.1580

Atoms 1-6, force components in eV/Å:
-2.337 -0.918 -0.112
-1.994 -0.917 -0.063
0.347 -2.737 1.324
-1.688 3.732 1.172
-1.066 -0.012 -0.890
-0.248 1.025 0.743

Its molecular weight is 541.2 g/mol. The structure (SMILES) is O=C(/N=c1\sn(C(=O)c2ccc(Cl)c(Cl)c2)c2ccc([N+](=O)[O-])cc12)c1ccc(Cl)c(Cl)c1. The highest occupied orbital energy comes out at -0.3450 Ha. The calculation puts the largest force on an atom at 6.27 eV/A. The multiplicity is 1. For the HOMO-LUMO gap, the calculation gives 7.9 eV.

---

Entry 3:
C22H10AlCl5N2PS4 | ωB97M-V/def2-TZVPD

Last column: Löwdin charge in e.
Geometry (Å):
Al: 0.662376 0.658189 -1.180797  -0.4409
S: 0.096482 -1.442555 -1.856060  0.6977
C: -1.510726 -0.913925 -1.422202  -1.0172
S: -1.637629 0.748351 -0.954574  0.6669
C: -2.579660 -1.769819 -1.449752  -0.3801
C: -3.885692 -1.336611 -1.080104  -0.2565
N: -4.944601 -0.994240 -0.785731  0.1414
C: -2.428264 -3.130621 -1.846371  -0.2628
N: -2.312758 -4.230978 -2.164786  0.1396
Cl: -0.373050 0.971727 2.343187  0.6906
C: 1.249863 0.557985 1.914220  -0.6686
C: 1.628655 0.541494 0.575370  -0.2503
C: 2.950852 0.188093 0.342360  -0.6219
Cl: 3.362478 0.033072 -1.361423  0.7947
C: 3.893823 -0.097325 1.312627  -0.7038
Cl: 5.510809 -0.505723 0.891575  0.6846
C: 3.478937 -0.044285 2.640637  -0.6990
Cl: 4.604996 -0.377033 3.899064  0.6764
C: 2.155160 0.273384 2.939779  -0.6956
Cl: 1.657172 0.323032 4.588946  0.6710
S: 2.004754 4.050371 -5.243416  0.1888
P: 2.422714 2.929009 -3.706144  0.0871
S: 0.680409 2.284436 -2.783714  0.4061
C: 3.410082 1.483337 -4.192724  -0.4296
C: 4.778970 1.611024 -4.417903  -0.1035
C: 5.513709 0.532827 -4.881420  -0.0821
C: 4.884104 -0.676138 -5.145208  -0.0870
C: 3.516755 -0.799759 -4.953729  -0.0785
C: 2.780218 0.276298 -4.481791  -0.1430
C: 3.377246 3.844876 -2.450971  -0.3761
C: 4.353586 3.269249 -1.644017  -0.1102
C: 4.987698 4.018285 -0.663004  -0.0808
C: 4.647718 5.349502 -0.476607  -0.0913
C: 3.680202 5.931808 -1.284010  -0.0834
C: 3.053703 5.187149 -2.268168  -0.1112
H: 5.269464 2.558206 -4.231910  0.1102
H: 6.578781 0.636940 -5.041738  0.1008
H: 5.459547 -1.518830 -5.504841  0.0997
H: 3.016907 -1.735933 -5.163247  0.1086
H: 1.712891 0.176369 -4.328091  0.0771
H: 4.634157 2.233917 -1.776057  0.0540
H: 5.746010 3.557285 -0.043250  0.1019
H: 5.136999 5.933591 0.292252  0.0984
H: 3.412360 6.971716 -1.149166  0.1010
H: 2.310167 5.640546 -2.911826  0.0770

Atoms 1-6, force components in eV/Å:
-0.758 0.046 -0.005
0.253 -0.083 -0.073
0.171 0.130 -0.023
-0.025 0.016 0.088
-0.064 -0.082 -0.021
0.006 0.019 -0.021

Its molecular weight is 665.8 g/mol. The highest occupied orbital energy comes out at -0.2124 Ha. As for the net charge: -1. The calculation puts the largest force on an atom at 0.76 eV/A. The multiplicity is 1. For the HOMO-LUMO gap, the calculation gives 7.7 eV.

---

Entry 4:
C22H11Cl8N4O3ReS | ωB97M-V/def2-TZVPD

Last column: Löwdin charge in e.
Geometry (Å):
Re: -1.799579 0.614618 -0.962308  1.0482
N: -3.249768 -2.902182 1.339168  0.1846
C: -2.739003 -1.968594 0.572533  -0.7659
S: -3.604576 -0.977173 -0.444574  0.7939
N: -1.314369 -1.967874 0.687302  0.0812
N: -0.688633 -1.038352 0.167774  -0.0124
C: 0.728948 -1.166328 0.418522  -0.1802
C: 1.272390 -2.413585 1.029585  -0.1962
C: 0.918413 -2.787839 2.326204  -0.0324
C: 1.506491 -3.901201 2.899965  -0.0615
C: 2.441602 -4.646107 2.189367  -0.0664
C: 2.800036 -4.268341 0.905853  -0.0643
C: 2.220921 -3.147006 0.327785  -0.0266
C: 1.548270 -0.172173 0.175389  0.0285
C: 2.516316 0.701181 0.222638  -0.0722
C: 3.538543 0.927141 -0.789670  -0.2503
C: 3.740800 0.715441 -2.051942  0.1420
C: 1.124299 0.174622 -4.429595  -0.1967
N: -1.632815 0.052120 -2.509238  -0.2390
H: -4.248517 -3.009907 1.424455  0.1344
H: -2.639635 -3.418594 1.956319  0.1406
H: 0.202507 -2.198215 2.885415  0.1111
H: 1.242297 -4.185011 3.910003  0.1109
H: 2.895715 -5.516815 2.643030  0.1109
H: 3.531297 -4.842060 0.352779  0.1105
H: 2.503120 -2.843228 -0.673285  0.1161
H: 2.589031 1.286780 1.134917  0.1408
H: 4.472204 1.439282 -0.494813  0.1329
H: 2.084233 0.152532 -4.915710  0.0346
H: 0.136182 0.067406 -4.846865  0.0452
O: -3.800314 2.814834 -1.940356  0.1949
C: -3.073335 2.043002 -1.564036  -0.2423
Cl: -1.489755 3.857571 0.525391  0.7575
C: -0.342838 3.498799 -0.708973  -0.6728
C: -0.264487 2.187355 -1.231517  -0.2837
C: 0.684797 2.126031 -2.249205  -0.4645
Cl: 1.176343 0.447930 -2.738536  1.0173
C: 1.430101 3.143357 -2.836394  -0.6863
Cl: 2.439901 2.917675 -4.193909  0.7772
C: 1.289739 4.399850 -2.266197  -0.7026
Cl: 2.172510 5.724513 -2.891390  0.7375
C: 0.424112 4.564461 -1.183469  -0.6921
Cl: 0.280744 6.113884 -0.474978  0.7415
Cl: -4.743965 2.111847 1.624838  0.6111
C: -3.747873 1.310768 2.855870  -1.5056
Cl: -4.751938 0.171680 3.751173  0.6271
Cl: -3.069246 2.527542 3.949712  0.6375
C: -2.530267 0.571945 2.212260  -0.8266
O: -2.068372 -0.399971 2.777609  0.0148
O: -2.112574 1.106385 1.131101  -0.3426

Atoms 1-6, force components in eV/Å:
0.048 -0.060 0.428
-0.062 -0.037 -0.017
0.282 0.029 -0.018
-0.213 -0.072 0.090
-0.163 -0.087 0.007
0.304 -0.042 -0.349

Its molecular weight is 881.3 g/mol. The highest occupied orbital energy (spin up / spin down) comes out at -0.4325 / -0.4329 Ha. As for the net charge: +1. The calculation puts the largest force on an atom at 0.59 eV/A. The multiplicity is 2. Its expectation value of S² is 0.755. For the HOMO-LUMO gap (spin up / spin down), the calculation gives 6.8 / 6.6 eV.